*one*
C19H23FN4O2 in the gas phase. Source: the Open Molecules 2025 dataset; level of theory: ωB97M-V/def2-TZVPD.

Output
Orbital gap in eV: 9.19
E_LUMO in eV: 0.5398
Structure (SMILES): CN(Cc1cnn(C)c1)C(=O)[C@H]1CCC(=O)N(Cc2cccc(F)c2)C1

```
49
Properties=species:S:1:pos:R:3:mulliken_charge:R:1
C -1.395 -1.512 1.761 -1.130
N -1.184 -0.230 1.120 0.270
C -2.333 0.657 1.177 -0.946
C -3.410 0.219 0.233 0.749
C -3.471 0.396 -1.160 -0.421
N -4.557 -0.161 -1.660 -0.921
N -5.203 -0.701 -0.636 0.745
C -6.442 -1.394 -0.840 -0.861
C -4.551 -0.503 0.525 -1.243
C -0.056 -0.058 0.392 0.205
O 0.782 -0.936 0.305 -0.656
C 0.162 1.306 -0.270 0.654
C 0.639 2.314 0.787 -0.819
C 1.538 3.364 0.139 -1.116
C 2.800 2.664 -0.326 0.797
O 3.922 3.049 -0.057 -0.685
N 2.544 1.538 -1.024 0.273
C 3.637 0.682 -1.451 -1.514
C 3.632 -0.608 -0.676 0.616
C 3.864 -0.582 0.694 -0.422
C 3.804 -1.742 1.440 -0.603
C 3.516 -2.952 0.832 -0.596
C 3.294 -2.964 -0.531 0.409
F 3.018 -4.139 -1.141 -0.360
C 3.347 -1.814 -1.296 -0.377
C 1.201 1.178 -1.405 -1.431
H -2.253 -2.024 1.321 0.334
H -1.572 -1.368 2.829 0.327
H -0.502 -2.115 1.616 0.336
H -2.036 1.680 0.955 0.217
H -2.720 0.631 2.201 0.490
H -2.781 0.900 -1.806 0.594
H -6.670 -1.355 -1.903 0.292
H -6.357 -2.436 -0.526 0.319
H -7.248 -0.918 -0.277 0.319
H -4.932 -0.866 1.458 0.489
H -0.771 1.648 -0.723 0.580
H -0.209 2.795 1.277 0.419
H 1.213 1.790 1.555 0.462
H 1.032 3.832 -0.709 0.371
H 1.816 4.141 0.851 0.450
H 4.555 1.243 -1.252 0.470
H 3.554 0.494 -2.526 0.418
H 4.084 0.362 1.170 0.498
H 3.978 -1.710 2.506 0.409
H 3.457 -3.870 1.394 0.445
H 3.159 -1.872 -2.357 0.408
H 0.884 1.809 -2.247 0.259
H 1.222 0.138 -1.739 0.476
```


*two*
C19H23FN4O2 in the gas phase. Source: the Open Molecules 2025 dataset; level of theory: ωB97M-V/def2-TZVPD.

Output
Orbital gap in eV: 9.50
E_LUMO in eV: 0.7116
Structure (SMILES): O=C(NCCn1cccn1)[C@H]1CCC(=O)N(CCc2cccc(F)c2)C1

```
49
Properties=species:S:1:pos:R:3:mulliken_charge:R:1
O -1.126 -2.346 0.792 -0.681
C -1.570 -1.635 -0.086 0.252
N -2.866 -1.256 -0.139 -0.247
C -3.735 -1.406 1.002 -0.839
C -3.896 -0.067 1.739 -0.457
N -4.574 0.896 0.912 0.374
C -5.693 1.589 1.195 0.006
C -5.964 2.384 0.105 -0.931
C -4.938 2.096 -0.801 -0.240
N -4.109 1.198 -0.301 -0.620
C -0.734 -1.157 -1.279 0.431
C -0.853 0.364 -1.510 -0.433
C 0.519 1.046 -1.471 -1.393
C 1.247 0.653 -0.200 0.782
O 1.692 1.453 0.600 -0.694
N 1.314 -0.685 -0.039 0.736
C 1.929 -1.254 1.136 -1.100
C 3.348 -1.770 0.840 -1.172
C 4.199 -0.628 0.366 0.606
C 4.317 -0.346 -0.989 -0.340
C 5.027 0.759 -1.425 -0.660
C 5.639 1.601 -0.515 -0.546
C 5.521 1.306 0.830 0.272
F 6.128 2.110 1.730 -0.338
C 4.813 0.212 1.284 -0.397
C 0.731 -1.549 -1.034 -1.569
H -3.150 -0.519 -0.776 0.481
H -3.280 -2.141 1.669 0.466
H -4.713 -1.766 0.668 0.331
H -4.475 -0.204 2.654 0.304
H -2.901 0.312 1.999 0.244
H -6.206 1.475 2.129 0.379
H -6.775 3.070 -0.020 0.386
H -4.772 2.498 -1.780 0.450
H -1.098 -1.702 -2.156 0.419
H -1.473 0.822 -0.737 0.290
H -1.328 0.568 -2.471 0.261
H 0.405 2.130 -1.487 0.423
H 1.121 0.752 -2.333 0.360
H 1.293 -2.061 1.509 0.381
H 1.982 -0.456 1.880 0.553
H 3.758 -2.198 1.755 0.498
H 3.302 -2.551 0.079 0.367
H 3.850 -0.999 -1.711 0.377
H 5.104 0.969 -2.482 0.404
H 6.194 2.471 -0.830 0.441
H 4.736 0.029 2.345 0.445
H 1.290 -1.492 -1.976 0.381
H 0.770 -2.575 -0.666 0.559
```


Most stable to least stable, the ends of the list are *two* and *one*.


*one*
C29H35F3N2O4 in the gas phase. Source: the Open Molecules 2025 dataset; level of theory: ωB97M-V/def2-TZVPD.

Output
Orbital gap in eV: 8.97
E_LUMO in eV: 0.4457
Structure (SMILES): CCO[C@H]1OC(C(=O)N2CCN(Cc3ccccc3)CC2)=C[C@@H](c2ccc(C(F)(F)F)cc2)[C@@H]1CCCO

```
73
Properties=species:S:1:pos:R:3:mulliken_charge:R:1
C -1.248 -2.015 3.211 -1.221
C -1.325 -2.084 1.690 -0.080
O -1.688 -0.841 1.103 0.012
C -0.643 0.050 0.879 -1.226
O 0.330 -0.479 0.005 0.331
C -0.021 -0.487 -1.325 1.054
C 0.856 -1.400 -2.140 -0.016
O 0.399 -2.386 -2.690 -0.726
N 2.155 -1.053 -2.206 0.135
C 2.686 0.152 -1.595 0.669
C 4.199 0.219 -1.831 -1.389
N 4.911 -0.959 -1.384 0.235
C 5.435 -0.901 -0.025 -1.858
C 4.408 -0.674 1.061 0.646
C 4.088 0.619 1.465 -0.234
C 3.112 0.845 2.418 -0.608
C 2.435 -0.222 2.984 -0.423
C 2.752 -1.514 2.602 -0.642
C 3.737 -1.737 1.655 -0.166
C 4.213 -2.202 -1.699 -0.243
C 3.127 -1.981 -2.745 -1.248
C -1.049 0.180 -1.836 -1.934
C -1.946 1.048 -1.004 0.795
C -3.305 0.418 -0.788 -0.186
C -4.334 1.183 -0.250 -0.063
C -5.582 0.637 -0.020 -1.418
C -5.812 -0.696 -0.331 0.351
C -7.172 -1.284 -0.103 0.934
F -7.794 -0.762 0.969 -0.281
F -7.148 -2.613 0.087 -0.279
F -8.003 -1.074 -1.146 -0.263
C -4.801 -1.468 -0.886 -1.282
C -3.557 -0.910 -1.111 -0.440
C -1.240 1.355 0.336 0.529
C -0.130 2.404 0.164 -0.570
C -0.529 3.810 0.615 -0.970
C -1.661 4.416 -0.220 -0.304
O -1.406 4.386 -1.604 -0.540
H -0.449 -1.351 3.530 0.166
H -1.057 -3.007 3.611 0.429
H -2.189 -1.646 3.612 0.342
H -2.116 -2.774 1.385 0.416
H -0.373 -2.428 1.269 0.121
H -0.077 0.240 1.808 0.144
H 2.201 1.031 -2.036 0.265
H 2.481 0.148 -0.520 -0.216
H 4.604 1.093 -1.320 0.359
H 4.391 0.347 -2.902 0.361
H 6.172 -0.092 -0.004 0.453
H 5.962 -1.843 0.150 0.462
H 4.618 1.459 1.037 0.344
H 2.883 1.856 2.724 0.386
H 1.682 -0.045 3.738 0.500
H 2.238 -2.352 3.050 0.477
H 3.999 -2.753 1.395 0.490
H 3.728 -2.625 -0.809 0.148
H 4.949 -2.927 -2.068 0.403
H 3.551 -1.600 -3.678 0.298
H 2.600 -2.913 -2.958 0.507
H -1.261 0.095 -2.889 0.504
H -2.099 1.996 -1.531 0.941
H -4.165 2.222 -0.011 0.338
H -6.374 1.237 0.402 0.449
H -4.987 -2.502 -1.132 0.438
H -2.772 -1.517 -1.534 0.642
H -1.973 1.693 1.072 1.146
H 0.169 2.438 -0.886 0.305
H 0.748 2.097 0.739 -0.214
H -0.843 3.792 1.660 0.419
H 0.349 4.458 0.541 0.377
H -2.581 3.845 -0.083 -0.106
H -1.847 5.446 0.116 0.474
H -0.611 4.899 -1.784 0.352
```


*two*
C29H35F3N2O4 in the gas phase. Source: the Open Molecules 2025 dataset; level of theory: ωB97M-V/def2-TZVPD.

Output
Orbital gap in eV: 8.65
E_LUMO in eV: 0.5866
Structure (SMILES): CCO[C@@H]1OC(C(=O)N2CCN(Cc3ccccc3)CC2)=C[C@H](c2ccc(C(F)(F)F)cc2)[C@H]1CCCO

```
73
Properties=species:S:1:pos:R:3:mulliken_charge:R:1
C -1.788 -1.305 -2.670 -1.249
C -2.022 0.106 -2.156 -0.299
O -1.196 0.308 -1.028 0.191
C -1.097 1.635 -0.565 -1.263
O 0.115 1.735 0.121 -0.452
C 0.113 1.223 1.395 1.276
C 1.482 1.055 1.994 0.276
O 1.765 1.579 3.058 -0.703
N 2.348 0.303 1.288 0.031
C 2.018 -0.563 0.179 1.048
C 2.104 -2.028 0.648 -1.080
N 3.366 -2.381 1.256 0.235
C 4.418 -2.875 0.387 -1.752
C 5.053 -1.884 -0.563 1.120
C 6.165 -1.145 -0.176 -0.384
C 6.729 -0.214 -1.031 -0.511
C 6.189 -0.012 -2.290 -0.550
C 5.091 -0.754 -2.692 -0.546
C 4.530 -1.684 -1.835 -0.349
C 3.739 -1.433 2.283 -1.016
C 3.665 0.034 1.829 -0.902
C -0.984 0.941 2.091 -1.787
C -2.361 1.114 1.527 0.865
C -3.007 -0.204 1.155 -0.554
C -4.360 -0.227 0.832 -0.217
C -4.980 -1.400 0.447 -1.232
C -4.242 -2.575 0.393 0.444
C -4.891 -3.844 -0.074 0.964
F -4.351 -4.943 0.477 -0.280
F -6.205 -3.892 0.189 -0.278
F -4.773 -4.005 -1.411 -0.268
C -2.894 -2.571 0.725 -1.465
C -2.286 -1.390 1.106 0.323
C -2.295 2.056 0.306 0.277
C -2.154 3.522 0.737 -0.952
C -2.493 4.531 -0.361 -0.570
C -3.994 4.618 -0.651 -0.469
O -4.290 5.521 -1.687 -0.548
H -2.416 -1.490 -3.536 0.438
H -0.745 -1.430 -2.948 0.281
H -2.032 -2.024 -1.894 0.192
H -1.774 0.846 -2.931 0.352
H -3.079 0.234 -1.882 0.236
H -0.995 2.314 -1.429 0.512
H 1.017 -0.359 -0.196 -0.503
H 2.740 -0.379 -0.623 -0.165
H 1.908 -2.697 -0.192 0.374
H 1.326 -2.189 1.405 0.325
H 5.192 -3.291 1.040 0.499
H 3.987 -3.700 -0.190 0.484
H 6.597 -1.304 0.802 0.384
H 7.592 0.352 -0.715 0.403
H 6.628 0.713 -2.958 0.392
H 4.673 -0.610 -3.678 0.410
H 3.680 -2.268 -2.160 0.369
H 4.744 -1.665 2.638 0.421
H 3.040 -1.565 3.117 0.397
H 3.822 0.701 2.678 0.529
H 4.409 0.239 1.054 0.339
H -0.888 0.557 3.093 0.576
H -2.998 1.584 2.287 0.883
H -4.939 0.684 0.883 0.518
H -6.029 -1.410 0.195 0.445
H -2.328 -3.490 0.687 0.431
H -1.236 -1.385 1.352 0.335
H -3.201 1.937 -0.292 0.605
H -1.130 3.690 1.075 0.198
H -2.814 3.706 1.588 0.459
H -2.147 5.518 -0.041 0.510
H -1.970 4.285 -1.286 0.162
H -4.381 3.657 -0.997 0.240
H -4.531 4.897 0.269 0.256
H -3.948 6.391 -1.450 0.338
```


Most stable to least stable, the ends of the list are *two* and *one*.


*one*
A molecular structure, C31H29F4N10O7PbS3. Source: the Open Molecules 2025 dataset; level of theory: ωB97M-V/def2-TZVPD.

Output
Net charge: -1
Orbital gap in eV: 4.56
E_LUMO in eV: 0.9885

```
85
Properties=species:S:1:pos:R:3:mulliken_charge:R:1
Pb 1.239 -0.207 1.699 1.587
N 3.665 -0.740 0.934 -0.351
C 4.267 0.299 0.105 -0.568
C 4.297 1.631 0.861 -1.147
N 2.968 2.167 1.128 0.967
C 2.463 2.998 0.035 -1.788
C 1.434 2.315 -0.854 -0.445
N -0.810 1.207 -1.414 -0.210
C 2.898 2.865 2.412 -0.660
C 2.884 1.937 3.625 -0.831
N 1.616 1.211 3.688 -0.472
H 4.256 -0.974 1.725 0.230
H 3.523 -1.589 0.401 0.191
H 3.654 0.402 -0.790 0.228
H 5.290 0.041 -0.209 0.472
H 4.906 2.348 0.285 0.357
H 4.805 1.470 1.813 0.422
H 3.292 3.325 -0.609 0.225
H 1.988 3.891 0.444 0.853
H 1.631 1.253 -0.962 -0.111
H 1.394 2.790 -1.832 0.835
H -1.708 0.840 -1.089 0.173
H -0.952 1.605 -2.334 0.286
H 1.959 3.416 2.430 0.283
H 3.729 3.581 2.517 0.239
H 3.026 2.567 4.512 0.502
H 3.704 1.215 3.586 0.380
H 0.858 1.917 3.640 0.329
H 1.529 0.724 4.574 0.278
O 0.222 -1.446 -2.841 -0.534
C 0.395 -1.447 -1.525 0.234
O 1.373 -0.948 -1.013 -0.380
C -0.718 -2.182 -0.819 -0.584
O -0.630 -2.082 0.578 0.005
C -1.838 -1.667 1.217 -0.594
C -1.998 -0.154 0.952 -0.029
O -2.877 0.223 0.178 -0.757
O -1.099 0.581 1.454 -0.470
H 0.946 -0.972 -3.284 0.432
H -0.639 -3.244 -1.113 0.419
H -1.670 -1.800 -1.206 0.500
H -1.692 -1.872 2.276 0.285
H -2.692 -2.230 0.834 0.464
O -0.013 3.838 1.267 -0.355
C -0.578 3.820 2.400 -0.208
O -0.158 3.313 3.429 -0.726
H -1.550 4.378 2.451 0.334
F -0.804 -4.622 1.841 -0.485
C -0.118 -5.468 1.035 0.517
C -0.840 -6.358 0.270 0.370
F -2.191 -6.303 0.355 -0.390
C -0.234 -7.317 -0.576 0.379
C 1.181 -7.258 -0.579 0.355
C 1.895 -6.356 0.179 -0.384
F 3.246 -6.361 0.071 -0.365
C 1.283 -5.418 1.023 0.519
C 2.043 -4.440 1.770 0.400
C 1.556 -3.295 2.294 0.370
N 1.323 -2.231 2.743 -0.835
C 3.429 -4.492 1.952 -0.059
N 4.563 -4.415 2.146 -0.752
F 1.884 -8.091 -1.383 -0.345
C -0.978 -8.251 -1.340 0.155
C -2.369 -8.227 -1.451 0.201
N -3.512 -8.246 -1.611 -0.747
C -0.404 -9.308 -2.045 0.143
N -0.004 -10.218 -2.632 -0.735
S -1.795 7.446 -2.555 -0.386
C -1.622 5.908 -2.021 0.299
S -0.081 5.309 -1.329 -0.126
C -0.865 3.767 -1.091 -0.326
N -2.085 3.737 -1.476 -0.455
N -2.529 4.885 -1.985 0.329
C -3.904 4.882 -2.305 0.711
C -4.509 5.872 -3.068 -0.453
C -5.864 5.788 -3.339 -0.741
C -6.616 4.725 -2.870 -0.405
C -6.007 3.737 -2.114 -0.737
C -4.659 3.810 -1.826 -0.387
S -0.301 2.325 -0.214 1.083
H -3.931 6.700 -3.439 0.216
H -6.334 6.565 -3.924 0.370
H -7.671 4.663 -3.091 0.380
H -6.579 2.903 -1.736 0.400
H -4.187 3.042 -1.234 0.630
```


*two*
A molecular structure, C31H29F4N10O7PbS3. Source: the Open Molecules 2025 dataset; level of theory: ωB97M-V/def2-TZVPD.

Output
Net charge: -1
Orbital gap in eV: 5.41
E_LUMO in eV: 1.2095

```
85
Properties=species:S:1:pos:R:3:mulliken_charge:R:1
Pb -0.155 0.989 0.650 1.304
N 0.722 2.268 -1.626 -0.172
C 1.429 1.434 -2.603 -0.082
C 0.824 0.041 -2.678 -1.728
N 0.792 -0.728 -1.421 1.283
C -0.156 -1.844 -1.637 -0.757
C -0.427 -2.829 -0.495 -1.013
N -1.295 -2.411 0.599 -0.053
C 2.124 -1.194 -1.022 -1.407
C 2.912 -0.208 -0.161 0.827
N 2.128 0.230 1.010 0.061
H -0.162 2.582 -2.014 0.234
H 1.258 3.105 -1.408 -0.298
H 2.479 1.394 -2.323 -0.181
H 1.391 1.858 -3.611 0.587
H 1.362 -0.529 -3.449 0.350
H -0.212 0.147 -3.014 0.437
H 0.168 -2.431 -2.512 0.390
H -1.118 -1.391 -1.901 0.362
H 0.497 -3.202 -0.057 0.359
H -0.904 -3.684 -0.982 0.467
H -0.873 -1.769 1.265 -0.138
H -2.155 -1.990 0.265 0.232
H 2.727 -1.461 -1.901 0.221
H 2.007 -2.090 -0.421 0.474
H 3.214 0.678 -0.713 -1.260
H 3.822 -0.720 0.160 0.628
H 2.632 0.966 1.501 0.395
H 2.038 -0.546 1.671 -0.160
O 0.977 -4.097 3.368 -0.521
C 1.453 -2.892 3.029 0.608
O 1.789 -2.610 1.906 -0.513
C 1.520 -1.981 4.228 -0.709
O 1.953 -0.706 3.845 -0.470
C 1.099 0.356 4.283 -0.114
C -0.359 0.064 3.910 0.166
O -1.209 0.028 4.784 -0.702
O -0.546 -0.203 2.654 -0.498
H 0.920 -4.630 2.563 0.397
H 2.211 -2.425 4.952 0.471
H 0.526 -1.974 4.686 0.391
H 1.441 1.249 3.757 0.091
H 1.184 0.509 5.359 0.352
O -3.311 4.076 0.514 -0.422
C -3.104 3.473 -0.484 0.099
O -3.099 2.097 -0.584 -0.085
H -2.864 3.911 -1.457 0.364
F 3.741 2.810 0.969 -0.599
C 3.850 3.279 -0.298 0.856
C 4.867 2.765 -1.073 0.144
F 5.674 1.863 -0.487 -0.470
C 5.067 3.118 -2.419 0.735
C 4.151 4.089 -2.864 0.297
C 3.145 4.606 -2.075 0.836
F 2.285 5.471 -2.645 -0.451
C 2.938 4.225 -0.754 -0.587
C 1.784 4.689 0.059 0.087
C 1.262 3.800 0.954 0.736
N 0.768 2.934 1.576 -0.780
C 1.113 5.925 -0.126 -0.085
N 0.566 6.932 -0.275 -0.677
F 4.209 4.525 -4.131 -0.372
C 6.066 2.518 -3.258 0.298
C 6.956 1.510 -2.803 0.155
N 7.704 0.682 -2.496 -0.776
C 6.215 2.829 -4.635 -0.006
N 6.380 3.024 -5.764 -0.744
S -6.829 -2.012 -2.500 -0.321
C -5.946 -1.299 -1.308 0.201
S -5.200 0.267 -1.507 -0.127
C -4.459 0.094 0.052 0.314
N -4.724 -0.998 0.659 -0.677
N -5.580 -1.773 -0.082 0.587
C -5.971 -3.013 0.528 0.456
C -7.251 -3.516 0.367 -0.493
C -7.591 -4.705 0.997 -0.643
C -6.667 -5.377 1.783 -0.419
C -5.395 -4.847 1.955 -0.704
C -5.040 -3.664 1.329 -0.208
S -3.501 1.327 0.843 0.188
H -7.974 -2.991 -0.237 0.370
H -8.591 -5.101 0.876 0.357
H -6.939 -6.307 2.263 0.378
H -4.673 -5.353 2.582 0.385
H -4.055 -3.239 1.463 0.493
```


Most stable to least stable, the ends of the list are *two* and *one*.